This record from the Open Molecules 2025 dataset describes a cluster of 20 separate species, C40H120O20 in total at a distorted geometry. The level of theory is ωB97M-V/def2-TZVPD.

Last column: Mulliken charge in e.
Cartesian coordinates (Å):
C 9.15144 9.72168 10.62022  -1.47
C 10.52811 10.30951 10.57994  -0.08
O 10.69222 11.27017 11.61361  0.06
H 9.00862 9.01511 9.80636  0.40
H 8.41501 10.50471 10.51671  0.31
H 8.99666 9.24187 11.59102  0.29
H 10.67476 10.78927 9.60409  0.32
H 11.28300 9.55364 10.72081  0.32
H 11.65141 11.44754 11.70067  0.23
C 12.26801 17.95854 14.09271  -0.45
C 12.12880 18.07762 12.57969  -0.52
O 11.97968 16.77780 12.01606  0.61
H 13.30476 17.73990 14.39437  -0.38
H 11.61157 17.16545 14.46782  0.11
H 12.08297 18.95044 14.54095  0.56
H 12.92143 18.58399 12.01632  0.21
H 11.25306 18.63082 12.25581  0.36
H 11.64055 16.93549 11.11951  -0.39
C 14.11854 18.26708 17.71879  -1.19
C 15.22922 17.30531 17.42627  -0.17
O 14.85947 16.52803 16.25128  1.52
H 13.21839 17.69681 17.91541  0.37
H 13.91185 18.94907 16.88210  -0.09
H 14.38197 18.87570 18.57961  0.41
H 15.44216 16.64091 18.27033  0.24
H 16.15887 17.83528 17.23947  0.26
H 15.67362 16.12132 15.89224  -0.75
C 13.65827 13.17348 15.96400  0.15
C 12.34476 13.89125 15.95291  0.27
O 12.31202 15.02418 16.85702  -0.75
H 13.73466 12.40623 15.19642  -0.05
H 13.82676 12.78846 16.98690  0.50
H 14.46121 13.88917 15.76062  -0.61
H 11.58352 13.23799 16.33132  0.53
H 12.11709 14.24367 14.93854  -0.59
H 13.00466 15.60859 16.57556  -0.04
C 20.05061 18.85331 12.96932  -0.95
C 19.55520 19.64858 11.76286  0.21
O 20.59327 19.65048 10.78797  -0.59
H 19.22903 18.43316 13.58445  -0.11
H 20.76962 19.45953 13.53960  0.40
H 20.61994 18.02443 12.54012  0.32
H 19.30071 20.65116 12.05114  0.46
H 18.67921 19.13752 11.37398  -0.13
H 20.26650 20.32642 10.16252  0.33
C 19.06729 12.86004 12.76877  0.41
C 20.56925 12.87661 12.69811  -0.56
O 21.07106 12.01496 13.71891  -0.51
H 18.64468 13.54338 12.01632  -0.10
H 18.72612 13.19420 13.72562  -0.43
H 18.65359 11.85300 12.65875  0.29
H 20.91587 13.91924 12.83568  0.29
H 20.90670 12.53114 11.70775  0.35
H 22.00912 12.15616 13.77854  0.30
C 15.22528 17.59116 8.65907  -0.07
C 13.89578 18.29662 8.86564  0.72
O 14.07478 19.67994 8.45643  -0.57
H 15.59037 17.60879 7.62883  0.44
H 15.08381 16.53429 8.91296  -0.29
H 16.00363 17.98457 9.33373  -0.15
H 13.58154 18.26983 9.90696  -0.47
H 13.12782 17.88732 8.22734  0.08
H 13.34620 20.21389 8.84363  0.30
C 9.26649 14.75168 12.79995  -0.28
C 9.12843 13.59066 13.82366  0.05
O 8.58244 12.40678 13.26688  -0.59
H 9.94192 14.47209 11.98578  -0.14
H 9.58446 15.67106 13.27229  0.01
H 8.26603 15.00044 12.38322  0.41
H 8.44867 13.88588 14.60260  0.51
H 10.11047 13.31361 14.25260  -0.26
H 9.31777 12.04264 12.72248  0.26
C 11.89215 15.16392 8.79200  -0.09
C 10.72092 16.03510 8.39716  -0.71
O 10.60347 17.10520 9.39386  -0.46
H 12.03866 14.50257 7.94994  0.59
H 11.70422 14.57344 9.70102  -0.04
H 12.83481 15.72367 8.83247  -0.37
H 9.81173 15.43239 8.38745  0.42
H 10.89953 16.47567 7.43891  0.34
H 9.71918 17.42318 9.37995  0.21
C 16.30090 14.03927 7.68868  -0.30
C 16.88476 12.66714 7.50650  -0.37
O 15.79335 11.72490 7.42070  -0.54
H 17.05590 14.80003 7.78104  0.07
H 15.77505 14.05890 8.62922  -0.26
H 15.70045 14.33412 6.81823  0.48
H 17.59229 12.42717 8.30479  0.22
H 17.44024 12.61036 6.56657  0.38
H 16.15104 10.84990 7.44929  0.31
C 15.66381 15.79067 12.42416  -0.05
C 14.67125 14.89309 13.14630  0.62
O 13.53573 14.45572 12.34754  1.34
H 16.56947 15.97758 13.01132  -0.14
H 15.09839 16.70022 12.12025  -0.12
H 15.92713 15.34770 11.45249  -0.08
H 14.27847 15.38979 14.03174  -0.30
H 15.15175 13.96576 13.44520  -0.66
H 12.95072 15.22848 12.18940  -0.64
C 17.73758 20.30322 8.37754  -0.50
C 18.27986 21.68852 8.40453  -0.54
O 19.63183 21.67785 8.91347  -0.51
H 17.54848 19.97259 9.39431  -0.02
H 18.39693 19.58001 7.93020  0.22
H 16.79888 20.28585 7.83642  0.40
H 17.67262 22.33816 9.00973  0.28
H 18.29913 22.14127 7.39696  0.40
H 20.09157 22.42263 8.55205  0.26
C 15.73364 11.42970 10.94466  -0.53
C 14.32740 11.81321 10.57195  -0.16
O 13.46939 11.75640 11.75250  -0.27
H 15.79429 10.41548 11.31234  0.41
H 16.18607 12.16556 11.57844  -0.26
H 16.35980 11.40264 10.03893  0.27
H 13.91864 11.08801 9.88316  0.42
H 14.32332 12.77658 10.05663  -0.17
H 13.45585 12.68548 12.10571  -0.06
C 16.02504 10.72821 14.46754  0.79
C 17.17375 9.75178 14.66842  -0.95
O 18.27052 10.38350 15.41214  -0.60
H 16.28269 11.48916 13.72136  -0.53
H 15.74082 11.18088 15.39605  0.22
H 15.13182 10.24591 14.08942  -0.06
H 17.53616 9.28054 13.76199  0.35
H 16.84056 8.95211 15.30836  0.38
H 18.97010 10.61549 14.78534  0.23
C 17.21949 13.85609 18.70488  -0.76
C 17.71603 12.61062 18.04185  -0.31
O 18.08768 12.94321 16.68042  -0.28
H 18.05854 14.55553 18.87687  0.27
H 16.81941 13.62206 19.70826  0.45
H 16.43398 14.35888 18.11604  -0.13
H 16.93955 11.82775 18.07745  0.30
H 18.59369 12.20161 18.53484  0.36
H 18.26527 12.15439 16.15257  0.12
C 19.56630 15.78601 14.96768  -1.22
C 18.26079 16.10723 15.68362  -0.17
O 17.18437 15.23555 15.40714  0.88
H 19.81807 14.74579 15.15095  0.40
H 20.37642 16.44860 15.22991  0.53
H 19.43006 15.75859 13.88956  -0.14
H 17.88953 17.07361 15.38508  -0.02
H 18.46371 16.24128 16.77373  0.31
H 17.29582 14.34912 15.85050  -0.44
C 8.44364 18.73890 13.86337  -0.59
C 8.46091 20.12404 13.25388  -0.23
O 7.37519 20.85896 13.82023  -0.52
H 8.48488 18.78574 14.95291  0.32
H 9.32816 18.15912 13.54010  -0.11
H 7.54255 18.19536 13.53787  0.32
H 8.30434 20.06520 12.17175  0.20
H 9.41392 20.64365 13.46208  0.27
H 7.62330 21.79561 13.77643  0.30
C 11.15177 9.96783 15.14875  -0.83
C 11.95516 8.96641 14.38832  0.68
O 12.12893 7.72889 15.07845  -0.60
H 10.15907 9.58223 15.41200  0.37
H 11.05393 10.88757 14.55583  -0.01
H 11.62184 10.27332 16.08711  0.39
H 12.92339 9.43357 14.17724  -0.34
H 11.47172 8.67974 13.46360  0.01
H 12.37564 7.90352 16.00822  0.34
C 19.57305 16.78580 9.05244  -1.02
C 19.22666 15.80884 10.16925  0.41
O 18.80619 14.53561 9.69425  -0.29
H 20.25605 16.32790 8.31670  0.38
H 20.04846 17.69995 9.39531  0.38
H 18.65076 17.01845 8.48376  0.06
H 18.37771 16.16868 10.73913  -0.23
H 20.06217 15.74659 10.89812  0.11
H 19.62052 14.09020 9.47563  0.25
C 15.85875 19.77001 14.45038  0.13
C 15.99324 20.58421 15.69235  -0.34
O 16.36716 21.96404 15.31003  -0.57
H 16.79636 19.66379 13.90599  -0.03
H 15.03031 20.14370 13.84342  0.35
H 15.52201 18.77994 14.79712  -0.27
H 16.78563 20.20931 16.34379  0.25
H 15.03946 20.66218 16.24354  0.20
H 16.61357 22.52539 16.04768  0.29

Cartesian forces, eV/Å:
-0.0500 -0.1186 0.5131
0.1265 0.5793 -0.2442
0.0221 0.1762 0.1917
0.0206 -0.1680 0.0309
-0.2904 0.2714 -0.0126
-0.1317 -0.1156 -0.1859
0.1871 -0.0379 -0.0090
0.3477 -0.5334 -0.1647
-0.1289 0.0206 -0.0600
0.8486 0.7875 -0.3572
-0.1921 -0.2254 -0.4679
0.0855 -0.1908 -0.3255
-0.3009 -0.2974 -0.2116
-0.0076 0.3936 0.0493
-0.3600 -0.5007 0.0325
0.5487 0.0994 0.7258
-0.5290 0.3210 0.5100
-0.1262 -0.4679 -0.0677
-0.1570 0.1610 -0.1095
0.1109 -0.5837 -0.9513
0.3243 0.6116 0.6404
-0.3081 0.0530 0.1971
0.1625 -0.3374 0.1213
-0.1330 0.0366 0.2124
-0.2806 -0.0424 0.0278
0.2524 0.1944 -0.2256
-0.1324 -0.2084 0.0961
0.8217 0.3601 0.7349
-0.0731 1.1627 0.1935
-0.5070 -1.1443 -0.2146
-0.2137 -0.2552 0.1080
0.0750 -0.1806 -0.5422
0.0133 -0.0770 0.0542
-0.6595 -0.3246 -0.1469
-0.1914 -0.1928 0.0665
0.8679 0.6288 -0.2109
0.1859 0.0175 -0.3175
0.5218 -1.1482 0.6263
-0.7267 0.7156 -0.1275
0.5104 0.4661 -0.1889
-0.3963 -0.2667 0.1291
-0.0710 -0.1721 0.2151
-0.2906 0.6276 0.0792
-0.4080 0.0163 -0.2445
0.6555 -0.2310 -0.2328
-0.2940 -0.0039 -0.5191
-0.0620 0.1896 -0.1617
-0.5405 0.1104 -0.1211
0.0433 -0.4123 0.0904
-0.1281 0.3994 0.7663
0.1231 0.0314 -0.3678
0.0403 -0.3994 0.0327
0.0032 0.0725 0.1753
0.5988 -0.0551 0.1472
-0.0547 -0.4854 0.5658
0.8344 1.1989 -0.6847
-0.6840 0.2419 0.7062
-0.1933 0.2872 0.0704
0.1121 0.0377 0.0299
-0.3017 -0.0327 -0.2963
-0.0253 -0.2309 0.1062
-0.3437 -0.4245 -0.0331
0.7253 -0.5917 -0.4564
-0.9693 -0.6676 0.1262
0.4770 0.1117 -0.6668
0.6813 -0.0531 -0.6661
-0.0382 0.1537 0.1023
0.4944 0.1271 0.2054
0.5012 -0.4179 0.0716
-0.1339 0.2054 0.5388
-0.3154 0.5381 0.0379
-0.7097 -0.1120 0.1367
0.0543 -0.0030 -0.3536
0.3047 0.2469 1.7230
1.0742 -0.9267 -0.4530
0.0653 -0.6468 -0.1187
0.1768 0.3132 -0.2542
-0.3205 0.0212 0.4133
-0.0834 0.1362 -0.0717
-0.0324 0.3205 -0.7067
-1.1281 0.4597 0.0322
0.0553 0.0877 -0.3809
-0.0731 -0.3222 -0.7254
0.0332 1.0896 0.3338
0.6386 0.1209 0.0197
-0.6705 0.1055 0.1669
-0.2756 -0.2681 0.4263
-0.2209 -0.0714 0.1957
0.1337 0.0937 -0.0500
0.3141 -0.8001 -0.0215
-1.1145 0.1946 -1.1273
-0.4218 -0.4495 -0.2176
0.6501 0.6322 0.0979
-0.3636 0.1489 -0.0438
0.6832 -0.0590 0.4777
0.2149 -0.1899 0.2846
0.1110 0.0488 0.1732
0.1221 -0.0814 0.2010
0.1921 -0.2011 0.1052
-0.4541 -0.2088 0.3734
0.9746 0.5479 -0.9351
-0.6556 -0.6526 0.2657
-0.1292 -0.1358 0.1725
0.4721 -0.1010 -0.3335
-0.2835 -0.0297 0.0104
-0.3524 0.2595 0.4467
-0.0286 -0.2878 0.2129
0.4223 0.5615 -0.1441
0.4462 -0.1921 -1.4571
-0.3953 -0.5608 0.6690
0.4089 1.2518 -0.4682
-0.1112 -0.1231 0.6535
0.2251 0.2186 0.7052
-0.2207 0.2002 0.0406
-0.1170 -0.2019 -0.2872
-0.2936 0.1384 0.3534
-0.1003 -0.6091 -0.2144
0.5068 -0.1115 -0.9322
0.0632 0.6104 0.9702
-0.2422 -0.1442 -0.8294
-0.0102 0.0512 0.3528
0.0819 0.3893 0.5834
-0.1267 -0.3678 -0.1884
0.1309 0.2014 -0.3102
-0.1122 -0.3924 0.2842
-0.0199 -0.0852 0.0757
0.1497 0.6973 0.7822
-0.0418 -0.5365 -0.9326
-0.3845 0.4864 0.5599
-0.4011 -0.1396 -0.2426
0.0424 0.0503 -0.4634
0.2653 -0.2526 0.1985
0.1699 0.2091 -0.3184
0.1289 0.0156 0.2380
-0.1905 -0.5352 0.1598
-0.8430 -1.0164 -0.4394
0.5396 0.5025 0.7850
-0.1122 -0.9162 0.2753
0.3756 -0.1325 0.6110
0.1848 0.1791 0.1394
-0.1302 0.5610 -0.2910
-0.0421 0.6033 -0.3473
-0.2307 -0.5216 -0.4681
0.3848 0.7473 -0.2749
0.3661 -0.4682 -0.3429
-0.0666 -0.0068 0.2600
0.3167 0.6540 0.0156
-0.1578 0.0636 -0.0723
-0.4003 0.2110 0.0095
0.2860 0.1717 0.2648
0.2534 -0.0181 -0.0554
-0.2387 -0.2517 -0.1227
-0.3479 -0.3861 0.0451
-0.7737 0.5836 0.3274
0.5369 -0.2351 0.3551
0.2177 0.0451 0.7572
0.1030 0.1539 -0.2230
-0.1992 -0.2364 0.0510
0.2425 -0.1554 0.0233
0.0980 -0.2306 -0.2878
-0.0491 0.1677 -0.3007
-0.1825 -0.0120 -0.7598
-0.4415 -0.5054 -0.8701
0.1397 0.6997 0.4708
0.2921 0.1693 0.1578
-0.0942 -0.0035 0.3334
-0.1182 0.1199 0.2720
0.4165 0.0625 0.2898
-0.1838 0.2975 0.1296
-0.2338 -0.2694 -0.3776
0.2275 -0.5476 -0.3362
-0.7369 -0.7523 0.4148
0.4204 2.3349 0.4335
-0.2568 -0.9566 -0.5642
-0.1319 0.1572 -0.1106
0.3673 0.1420 -0.2475
0.2382 -0.0320 -0.2666
-0.1485 -0.2243 0.0914
0.4086 -0.3031 -0.1573
-0.0971 -0.3660 0.3527

Computed properties:
- HOMO-LUMO gap: 9.420 eV
- LUMO energy: 0.0098 hartree
- Energy above the lowest of the compared OMol25 structures with the same formula, charge and spin: 0.0 kcal per mole
- Electronic energy: -84372.783 eV
- HOMO level: -0.336 Ha